Entry 1:
Computed, not measured: a structure of composition C16H11LiN5, with ωB97M-V with the def2-TZVPD basis set.

Values from the calculation:
Max |F| (eV/Å): 0.4
E (eV): -24421.2431
Net charge: +1
HOMO level (eV): -12.1
HOMO-LUMO gap (hartree): 0.3202

Positions of all 33 atoms, in Å:
C -0.992 -0.378 -6.483
C -0.657 -0.953 2.633
C -1.404 -2.049 4.683
N -0.034 -0.039 -1.965
C -0.698 -0.993 4.021
H 1.205 0.304 -4.986
H -1.157 -1.721 2.057
C 0.643 0.143 -4.086
H -3.250 -1.038 -4.041
H 1.986 0.568 -2.405
N -0.676 -0.257 -4.066
Li 0.010 -0.006 -0.038
C -3.943 -1.291 -8.548
H 1.117 1.723 2.091
C -0.046 0.002 4.746
C -3.113 -1.030 -7.411
C -1.790 -0.631 -7.582
C -3.624 -1.172 -6.123
H 1.136 1.787 4.563
N -0.017 0.004 1.957
H 0.030 -0.070 -6.649
H -0.067 -0.011 5.827
C 0.607 0.958 2.663
H -4.651 -1.482 -5.986
C -1.033 -0.351 -2.767
C 0.617 0.994 4.045
C -1.503 -0.520 -5.198
C 1.025 0.274 -2.791
C -2.824 -0.919 -5.027
H -2.010 -0.643 -2.424
N -4.610 -1.501 -9.460
H -1.390 -0.519 -8.580
N -1.970 -2.896 5.212

=====

Entry 2:
Computed, not measured: an isolated molecule of C5H9N, with ωB97M-V with the def2-TZVPD basis set.

Values from the calculation:
Max |F| (eV/Å): 2.3
E (eV): -6819.5003
Structure (SMILES): C=C/C(C)=C/N
HOMO level (eV): -7.7
HOMO-LUMO gap (hartree): 0.3203

Positions of all 15 atoms, in Å:
C 0.321 -1.404 0.979
H -0.813 2.066 2.230
C 0.018 -0.502 -1.457
H -0.044 0.537 2.475
H 1.200 1.109 -2.179
H 0.641 -0.112 -3.405
H 0.678 -2.299 0.488
C -0.133 -0.328 0.027
C 0.703 0.163 -2.370
C -0.499 0.866 0.507
H -0.998 1.727 0.059
H -0.500 -1.660 1.647
H 1.179 -1.120 1.592
N -0.474 1.192 1.867
H -0.628 -1.340 -1.723

=====

Entry 3:
Computed, not measured: a structure of composition C3H5O3V, with ωB97M-V with the def2-TZVPD basis set.

Values from the calculation:
2S+1: 4
Max |F| (eV/Å): 6.8
E (eV): -35011.5700
Net charge: +1
HOMO level (spin up / spin down) (eV): -13.7 / -14.2
HOMO-LUMO gap (spin up / spin down) (hartree): 0.3151 / 0.3270

Positions of all 12 atoms, in Å:
C -0.329 0.058 0.991
O 0.535 0.623 -2.429
C 0.708 0.239 -1.191
C -1.421 -0.936 1.243
H 1.280 0.341 -2.973
O -0.348 0.433 -0.507
H -2.148 -0.007 1.071
H -0.243 0.996 1.556
V 1.972 -1.302 0.063
H -1.491 -1.159 2.316
O 0.703 -0.898 1.259
H -1.559 -1.665 0.432

=====

Entry 4:
Computed, not measured: a structure of composition C2H4Br2, with ωB97M-V with the def2-TZVPD basis set.

Values from the calculation:
Max |F| (eV/Å): 2.6
E (eV): -142223.2668
HOMO level (eV): -9.6
HOMO-LUMO gap (hartree): 0.3760

Positions of all 8 atoms, in Å:
H -1.027 -1.057 -0.219
C 0.631 0.203 -0.445
Br 1.778 -1.160 0.411
H -1.696 0.559 -0.303
C -0.855 -0.022 0.076
H 0.997 1.148 -0.044
H 0.841 0.335 -1.506
Br -0.669 -0.005 2.031